No. 1
A molecular structure, C2S3, computed with ωB97M-V/def2-TZVPD.

CARTESIAN COORDINATES (ANGSTROEM)
C (0.634, -0.646, -0.900)
C (-0.276, 0.489, 1.101)
S (0.971, -0.745, 1.008)
S (-1.327, -0.343, -0.461)
S (-0.002, 1.244, -0.748)

Calculated values
orbital gap: 0.2702 Eh

***

No. 2
A molecular structure, C30H14Cl5N5OReS5Se, computed with ωB97M-V/def2-TZVPD.

CARTESIAN COORDINATES (ANGSTROEM)
Re (0.366, 0.817, 0.011)
S (-0.629, 5.915, 4.855)
C (-0.179, 4.672, 3.894)
S (0.898, 4.843, 2.543)
C (0.854, 3.180, 2.011)
C (0.094, 2.340, 2.740)
S (-0.076, 0.642, 2.376)
S (-0.739, 3.042, 4.102)
S (1.698, 2.700, 0.555)
Cl (3.426, 1.147, -1.582)
C (3.139, -0.391, -0.842)
C (1.975, -0.610, -0.084)
C (1.929, -1.863, 0.552)
Cl (0.623, -2.267, 1.632)
C (2.902, -2.848, 0.390)
Cl (2.764, -4.372, 1.179)
C (4.003, -2.598, -0.419)
Cl (5.204, -3.802, -0.645)
C (4.129, -1.353, -1.025)
Cl (5.514, -1.027, -1.990)
C (-13.141, -1.922, 0.191)
O (-12.543, -0.674, 0.501)
C (-11.198, -0.574, 0.394)
C (-10.654, 0.669, 0.719)
C (-9.293, 0.866, 0.640)
C (-8.441, -0.164, 0.237)
C (-8.994, -1.398, -0.082)
C (-10.361, -1.612, -0.007)
C (-6.990, 0.009, 0.144)
N (-6.132, -0.942, -0.149)
C (-4.903, -0.340, -0.116)
C (-5.014, 0.994, 0.195)
N (-6.362, 1.208, 0.358)
C (-3.898, 1.877, 0.258)
C (-3.955, 3.261, 0.478)
C (-2.799, 3.996, 0.433)
C (-1.586, 3.346, 0.202)
N (-1.504, 2.034, 0.047)
C (-2.638, 1.295, 0.050)
C (-2.502, -0.111, -0.240)
N (-1.243, -0.586, -0.441)
C (-1.090, -1.830, -0.868)
C (-2.171, -2.693, -1.064)
C (-3.440, -2.257, -0.791)
C (-3.624, -0.929, -0.376)
H (-14.208, -1.788, 0.343)
H (-12.776, -2.710, 0.854)
H (-12.955, -2.201, -0.848)
H (-11.320, 1.461, 1.032)
H (-8.904, 1.841, 0.910)
H (-8.336, -2.198, -0.393)
H (-10.759, -2.583, -0.262)
H (-6.813, 2.075, 0.586)
H (-4.904, 3.749, 0.662)
H (-2.803, 5.067, 0.576)
H (-0.660, 3.898, 0.138)
H (-0.082, -2.156, -1.071)
H (-1.978, -3.695, -1.419)
H (-4.304, -2.897, -0.905)
Se (0.138, 1.320, -2.547)
C (0.592, -0.367, -3.113)
N (0.880, -1.439, -3.434)

Calculated values
spin multiplicity: 4
orbital gap (alpha / beta): 0.2244 / 0.2200 Eh
<S²>: 3.783

***

No. 3
A molecular structure, C30H15BiF15GeN3O5SSe2Te2, computed with ωB97M-V/def2-TZVPD.

CARTESIAN COORDINATES (ANGSTROEM)
Bi (-0.739, -4.042, 0.474)
O (-3.149, -2.163, -2.786)
C (-2.700, -2.650, -1.756)
O (-1.872, -3.612, -1.633)
C (-3.190, -2.060, -0.433)
C (-4.087, -1.007, -0.347)
C (-4.416, -0.526, 0.911)
C (-3.845, -1.087, 2.046)
C (-2.962, -2.136, 1.873)
N (-2.683, -2.597, 0.665)
C (-2.217, -2.817, 3.014)
O (-2.476, -2.476, 4.159)
O (-1.358, -3.700, 2.656)
H (-4.484, -0.591, -1.263)
H (-5.112, 0.300, 1.012)
H (-4.049, -0.732, 3.046)
Se (1.494, -5.958, 1.121)
Te (0.552, -8.240, 1.559)
Te (-1.852, -7.380, 2.437)
Se (-2.427, -6.117, 0.356)
C (3.693, -2.111, 0.139)
N (3.435, -1.471, 1.414)
C (4.606, -1.258, 2.238)
C (2.221, -1.809, 2.000)
O (1.555, -2.730, 1.550)
N (1.830, -1.039, 3.064)
C (0.612, -1.427, 3.750)
C (2.135, 0.376, 3.108)
H (4.499, -1.569, -0.360)
H (2.800, -2.061, -0.478)
H (3.976, -3.164, 0.256)
H (5.274, -2.126, 2.182)
H (4.320, -1.126, 3.278)
H (5.165, -0.374, 1.916)
H (0.500, -2.506, 3.735)
H (-0.260, -0.976, 3.268)
H (0.662, -1.087, 4.786)
H (2.698, 0.667, 2.226)
H (2.713, 0.649, 3.999)
H (1.199, 0.941, 3.117)
F (-2.189, 2.401, 0.865)
C (-2.734, 2.304, -0.355)
C (-1.962, 1.939, -1.445)
C (-2.630, 1.841, -2.650)
F (-1.989, 1.482, -3.773)
C (-3.984, 2.109, -2.787)
F (-4.590, 2.017, -3.977)
C (-4.712, 2.484, -1.677)
F (-6.021, 2.750, -1.785)
C (-4.084, 2.585, -0.450)
F (-4.796, 2.941, 0.630)
Ge (-0.111, 1.281, -1.103)
S (-0.192, -0.414, 0.105)
C (0.926, 2.826, -0.346)
C (2.251, 2.587, -0.025)
F (2.821, 1.413, -0.328)
C (3.062, 3.521, 0.598)
F (4.337, 3.240, 0.900)
C (2.542, 4.762, 0.910)
F (3.307, 5.683, 1.511)
C (1.234, 5.055, 0.577)
F (0.739, 6.269, 0.855)
C (0.459, 4.093, -0.050)
F (-0.783, 4.478, -0.382)
C (0.777, 1.233, -2.882)
C (0.779, 2.367, -3.673)
F (0.146, 3.481, -3.255)
C (1.398, 2.435, -4.905)
F (1.370, 3.557, -5.642)
C (2.059, 1.319, -5.381)
F (2.671, 1.361, -6.571)
C (2.092, 0.166, -4.622)
F (2.748, -0.903, -5.086)
C (1.456, 0.136, -3.388)
F (1.543, -1.003, -2.709)

Calculated values
charge: -2
orbital gap: 0.2098 Eh

***

No. 4
A molecular structure, C30H16BrF4N6OPtTe, computed with ωB97M-V/def2-TZVPD.

CARTESIAN COORDINATES (ANGSTROEM)
Pt (-0.811, -1.366, -1.126)
Br (5.383, 1.762, -3.690)
C (3.857, 1.176, -2.751)
C (3.713, 1.486, -1.392)
C (2.602, 1.069, -0.703)
C (1.573, 0.331, -1.320)
O (0.516, 0.037, -0.591)
C (1.744, -0.011, -2.686)
C (0.847, -0.818, -3.446)
N (-0.209, -1.422, -3.008)
C (-1.017, -2.257, -3.835)
C (-0.900, -2.434, -5.187)
C (-1.763, -3.321, -5.862)
C (-2.730, -4.016, -5.193)
C (-2.887, -3.840, -3.800)
C (-3.868, -4.502, -3.026)
C (-3.954, -4.257, -1.686)
C (-3.067, -3.344, -1.095)
N (-2.143, -2.714, -1.790)
C (-2.029, -2.951, -3.136)
C (2.896, 0.439, -3.377)
H (4.480, 2.051, -0.879)
H (2.513, 1.292, 0.352)
H (1.110, -0.952, -4.491)
H (-0.156, -1.902, -5.764)
H (-1.649, -3.444, -6.930)
H (-3.388, -4.696, -5.717)
H (-4.544, -5.197, -3.508)
H (-4.690, -4.746, -1.065)
H (-3.112, -3.122, -0.038)
H (3.012, 0.182, -4.423)
C (-0.759, 3.684, 2.752)
Te (-0.565, 2.204, 1.254)
C (0.444, 3.504, -0.068)
H (-1.288, 4.530, 2.315)
H (0.233, 3.998, 3.072)
H (-1.326, 3.279, 3.587)
H (-0.179, 4.390, -0.182)
H (0.578, 2.997, -1.017)
H (1.407, 3.769, 0.371)
F (-1.605, 0.601, 5.661)
C (-0.485, 0.639, 4.946)
C (0.456, 1.586, 5.259)
F (0.194, 2.425, 6.251)
C (1.604, 1.808, 4.463)
C (1.795, 0.865, 3.432)
C (0.857, -0.090, 3.123)
F (1.150, -0.963, 2.163)
C (-0.370, -0.199, 3.816)
C (-1.423, -1.021, 3.313)
C (-1.420, -1.264, 1.939)
N (-1.410, -1.331, 0.787)
C (-2.548, -1.465, 4.057)
N (-3.475, -1.859, 4.615)
F (2.938, 0.847, 2.755)
C (2.419, 2.969, 4.546)
C (3.011, 3.443, 3.343)
N (3.353, 3.847, 2.317)
C (2.507, 3.800, 5.688)
N (2.581, 4.492, 6.606)

Calculated values
spin multiplicity: 3
charge: +1
orbital gap (alpha / beta): 0.2301 / 0.1643 Eh
<S²>: 2.052

***

No. 5
A molecular structure, C30H16Cl3IIrN4O10, computed with ωB97M-V/def2-TZVPD.

CARTESIAN COORDINATES (ANGSTROEM)
Ir (-0.322, -0.393, 1.853)
Cl (-7.132, 1.445, 1.891)
C (-5.630, 0.581, 1.741)
C (-5.639, -0.765, 1.528)
C (-4.438, -1.493, 1.402)
I (-4.500, -3.544, 1.076)
C (-3.207, -0.880, 1.496)
O (-2.053, -1.494, 1.376)
C (-3.221, 0.530, 1.707)
N (-1.995, 1.113, 1.767)
C (-1.885, 2.407, 1.958)
C (-3.017, 3.226, 2.109)
C (-4.263, 2.665, 2.051)
C (-4.404, 1.277, 1.837)
H (-6.585, -1.283, 1.455)
H (-0.879, 2.805, 1.990)
H (-2.887, 4.285, 2.276)
H (-5.149, 3.274, 2.173)
O (0.778, -0.622, 5.883)
C (0.933, -0.627, 4.687)
O (-0.087, -0.597, 3.849)
C (2.311, -0.632, 4.087)
C (3.366, -0.463, 4.958)
C (4.660, -0.332, 4.481)
C (4.926, -0.308, 3.130)
C (3.881, -0.513, 2.258)
C (2.552, -0.752, 2.696)
O (1.629, -1.053, 1.846)
N (4.188, -0.390, 0.833)
O (5.113, 0.339, 0.523)
O (3.504, -0.984, 0.021)
N (5.768, -0.170, 5.420)
O (6.892, -0.085, 4.963)
O (5.508, -0.147, 6.605)
H (3.162, -0.414, 6.019)
H (5.924, -0.129, 2.761)
Cl (1.692, -1.312, -5.384)
C (0.319, -2.143, -4.737)
C (-0.114, -3.289, -5.375)
C (-1.159, -4.023, -4.835)
C (-1.763, -3.630, -3.653)
C (-1.328, -2.483, -3.014)
Cl (-2.058, -2.005, -1.535)
C (-0.297, -1.708, -3.556)
N (0.149, -0.570, -2.853)
C (0.243, 0.665, -3.359)
C (-0.414, 1.009, -4.577)
C (-0.388, 2.296, -5.023)
C (0.298, 3.274, -4.284)
C (0.961, 2.948, -3.102)
C (0.969, 1.659, -2.615)
C (1.773, 1.304, -1.396)
C (0.902, 0.827, -0.250)
O (0.858, 1.447, 0.827)
O (0.232, -0.239, -0.446)
H (0.386, -3.611, -6.277)
H (-1.494, -4.921, -5.335)
H (-2.568, -4.203, -3.216)
H (0.245, -0.627, -1.790)
H (-0.977, 0.250, -5.102)
H (-0.911, 2.566, -5.930)
H (0.315, 4.297, -4.638)
H (1.505, 3.711, -2.562)
H (2.363, 2.155, -1.066)
H (2.457, 0.481, -1.620)

Calculated values
spin multiplicity: 6
orbital gap (alpha / beta): 0.2654 / 0.1584 Eh
<S²>: 8.799

***

No. 6
A molecular structure, C30H19Br3ILiN3O5, computed with ωB97M-V/def2-TZVPD.

CARTESIAN COORDINATES (ANGSTROEM)
Li (-0.432, 0.880, -0.198)
C (3.420, 1.488, 0.526)
O (2.517, 0.410, 0.517)
C (2.984, -0.825, 0.265)
C (4.321, -1.146, 0.116)
C (4.687, -2.467, -0.107)
Br (6.536, -2.887, -0.314)
C (3.767, -3.481, -0.166)
C (2.406, -3.178, -0.010)
C (1.997, -1.844, 0.174)
O (0.728, -1.473, 0.285)
C (1.409, -4.227, -0.018)
N (0.116, -4.013, 0.007)
C (-0.483, -5.243, 0.010)
C (-1.827, -5.600, 0.020)
C (-2.129, -6.945, 0.009)
C (-1.134, -7.924, -0.004)
C (0.207, -7.594, -0.010)
C (0.517, -6.245, -0.007)
N (1.707, -5.567, -0.025)
H (4.120, 1.414, 1.367)
H (2.803, 2.375, 0.632)
H (3.977, 1.551, -0.413)
H (5.084, -0.387, 0.165)
H (4.102, -4.490, -0.352)
H (0.137, -2.255, 0.162)
H (-2.598, -4.851, 0.028)
H (-3.164, -7.253, 0.010)
H (-1.420, -8.965, -0.011)
H (0.980, -8.350, -0.021)
H (2.621, -5.985, -0.022)
Br (-3.927, -2.452, -0.032)
C (-4.180, -0.579, -0.023)
C (-5.470, -0.082, -0.007)
C (-5.676, 1.276, -0.005)
Br (-7.481, 1.920, 0.009)
C (-4.597, 2.173, -0.001)
C (-4.711, 3.578, 0.011)
C (-3.581, 4.350, 0.035)
C (-2.332, 3.714, 0.064)
N (-2.198, 2.416, 0.053)
C (-3.275, 1.636, 0.003)
C (-3.016, 0.210, -0.038)
O (-1.852, -0.261, -0.078)
H (-6.310, -0.761, 0.000)
H (-5.695, 4.029, 0.004)
H (-3.638, 5.429, 0.041)
H (-1.414, 4.282, 0.096)
I (2.350, 8.787, 1.468)
C (1.942, 6.897, 0.579)
C (1.368, 5.904, 1.350)
C (1.079, 4.688, 0.757)
C (1.347, 4.474, -0.589)
C (1.924, 5.490, -1.338)
C (2.233, 6.708, -0.758)
C (0.954, 3.144, -1.256)
O (1.013, 3.095, -2.480)
O (0.623, 2.230, -0.465)
H (1.140, 6.076, 2.392)
H (0.628, 3.889, 1.327)
H (2.116, 5.314, -2.386)
H (2.679, 7.501, -1.342)

Calculated values
charge: -1
orbital gap: 0.2417 Eh

***

No. 7
A molecular structure, C30H20Cl5N4NiO3S, computed with ωB97M-V/def2-TZVPD.

CARTESIAN COORDINATES (ANGSTROEM)
Ni (1.186, -0.029, -0.982)
C (-3.784, 0.572, 5.426)
C (-2.859, -0.142, 4.476)
C (-2.689, 0.319, 3.173)
C (-1.850, -0.343, 2.293)
C (-1.154, -1.465, 2.712)
C (-1.295, -1.926, 4.010)
C (-2.148, -1.268, 4.883)
S (-0.219, -2.413, 1.509)
O (-1.192, -2.889, 0.566)
O (0.505, -3.423, 2.249)
N (0.753, -1.361, 0.760)
C (1.941, -0.994, 1.310)
C (2.435, -1.294, 2.607)
C (3.670, -0.834, 2.983)
C (4.416, -0.050, 2.102)
C (3.864, 0.236, 0.877)
N (2.674, -0.210, 0.479)
H (-4.536, 1.143, 4.882)
H (-3.220, 1.272, 6.048)
H (-4.291, -0.132, 6.086)
H (-3.223, 1.202, 2.841)
H (-1.742, -0.003, 1.274)
H (-0.742, -2.805, 4.316)
H (-2.274, -1.636, 5.895)
H (1.839, -1.903, 3.262)
H (4.067, -1.073, 3.962)
H (5.389, 0.339, 2.368)
H (4.405, 0.851, 0.169)
C (-3.754, -2.284, -2.166)
C (-3.292, -1.159, -1.499)
C (-1.966, -0.790, -1.602)
C (-1.075, -1.554, -2.351)
C (-1.559, -2.651, -3.077)
C (-2.886, -3.013, -2.969)
N (0.256, -1.157, -2.391)
N (0.979, -1.611, -3.308)
C (2.218, -1.030, -3.317)
C (3.113, -1.237, -4.371)
C (4.291, -0.520, -4.419)
C (4.575, 0.428, -3.441)
C (3.684, 0.644, -2.391)
C (2.540, -0.118, -2.286)
H (-4.789, -2.584, -2.063)
H (-3.970, -0.577, -0.888)
H (-1.591, 0.112, -1.133)
H (-0.867, -3.198, -3.701)
H (-3.252, -3.872, -3.518)
H (2.841, -1.931, -5.158)
H (4.980, -0.664, -5.242)
H (5.489, 1.007, -3.490)
H (3.899, 1.425, -1.671)
Cl (-2.203, 6.470, -0.318)
C (-1.437, 5.031, -0.886)
C (-0.931, 4.098, 0.017)
Cl (-1.079, 4.367, 1.715)
C (-0.310, 2.953, -0.441)
Cl (0.333, 1.767, 0.640)
C (-0.147, 2.651, -1.825)
O (0.422, 1.601, -2.238)
C (-0.685, 3.631, -2.713)
Cl (-0.523, 3.317, -4.399)
C (-1.304, 4.780, -2.255)
Cl (-1.926, 5.929, -3.382)

Calculated values
charge: -1
orbital gap (alpha / beta): 0.2492 / 0.2489 Eh

***

No. 8
A molecular structure, C30H21BBr3F8InN3OP, computed with ωB97M-V/def2-TZVPD.

CARTESIAN COORDINATES (ANGSTROEM)
In (0.806, 0.305, -0.811)
Br (-1.544, -1.095, -1.466)
C (-1.767, -0.097, -3.176)
Br (-0.378, 1.214, -3.445)
H (-2.716, 0.421, -3.117)
H (-1.732, -0.828, -3.973)
C (3.112, -2.368, -5.909)
C (3.868, -1.265, -5.542)
C (3.523, -0.500, -4.438)
C (2.403, -0.843, -3.695)
C (1.637, -1.954, -4.064)
C (1.989, -2.713, -5.163)
N (1.919, -0.176, -2.566)
N (2.501, 1.106, -2.426)
C (2.687, 1.866, -1.274)
C (3.810, 2.709, -1.350)
C (4.135, 3.594, -0.355)
C (3.347, 3.679, 0.787)
C (2.281, 2.820, 0.863)
N (1.968, 1.885, -0.028)
H (3.394, -2.957, -6.772)
H (4.742, -0.994, -6.120)
H (4.112, 0.359, -4.152)
H (0.766, -2.221, -3.478)
H (1.396, -3.573, -5.444)
H (4.411, 2.654, -2.246)
H (5.001, 4.232, -0.475)
H (3.539, 4.383, 1.581)
H (1.602, 2.841, 1.710)
F (1.508, -1.441, 6.639)
C (0.971, -1.209, 5.448)
C (-0.398, -1.186, 5.297)
F (-1.189, -1.390, 6.345)
C (-0.937, -0.939, 4.048)
F (-2.267, -0.894, 4.003)
C (-0.166, -0.711, 2.908)
P (-0.968, -0.427, 1.227)
C (-1.767, -2.110, 1.117)
C (-2.941, -2.409, 1.797)
C (-3.508, -3.676, 1.723)
C (-2.894, -4.672, 0.989)
C (-1.701, -4.394, 0.331)
C (-1.151, -3.129, 0.392)
C (-2.261, 0.782, 1.576)
C (-3.513, 0.734, 0.971)
C (-4.453, 1.714, 1.249)
C (-4.142, 2.752, 2.113)
C (-2.884, 2.820, 2.691)
C (-1.942, 1.845, 2.416)
C (1.229, -0.728, 3.099)
Br (2.494, -0.391, 1.743)
C (1.773, -0.974, 4.350)
F (3.092, -0.988, 4.533)
H (-3.440, -1.656, 2.378)
H (-4.430, -3.875, 2.254)
H (-3.329, -5.661, 0.937)
H (-1.195, -5.165, -0.234)
H (-0.202, -2.961, -0.108)
H (-3.766, -0.062, 0.281)
H (-5.428, 1.667, 0.783)
H (-4.876, 3.518, 2.324)
H (-2.628, 3.642, 3.345)
H (-0.954, 1.925, 2.855)
F (-1.633, 3.832, -2.087)
B (-0.978, 3.727, -0.875)
F (-0.330, 2.370, -0.849)
F (0.055, 4.633, -0.739)
F (-1.857, 3.764, 0.190)
O (2.195, -1.155, -0.914)

Calculated values
orbital gap (alpha / beta): 0.2404 / 0.2403 Eh

***

| no. | E_tot (eV) | maximum force (eV/Å) |
| --- | --- | --- |
| 1 | -34572.3788 | 1.6 |
| 2 | -225102.8495 | 0.1 |
| 3 | -305299.3958 | 0.3 |
| 4 | -133800.7109 | 0.3 |
| 5 | -106304.1531 | 1.3 |
| 6 | -264565.8119 | 0.9 |
| 7 | -158029.0564 | 2.5 |
| 8 | -284973.4991 | 4.2 |